{"formula": "C25H33N8O4Os", "method": "wB97M-V/def2-TZVPD", "multiplicity": 5, "orbital_gap_ev": [7.79, 5.70], "e_homo_ev": [-16.66, -17.50], "total_charge": 3, "total_energy_ev": -49012.2564, "elements": ["Os", "O", "C", "O", "C", "C", "N", "N", "C", "C", "O", "O", "H", "H", "H", "C", "N", "C", "C", "N", "C", "C", "C", "C", "C", "C", "C", "C", "C", "N", "C", "N", "C", "C", "N", "C", "C", "C", "N", "C", "C", "H", "H", "H", "H", "H", "H", "H", "H", "H", "H", "H", "H", "H", "H", "H", "H", "H", "H", "H", "H", "H", "H", "H", "H", "H", "H", "H", "H", "H", "H"], "coordinates": [[-0.494, 0.672, -0.211], [-4.832, 3.843, -2.648], [-4.097, 3.235, -3.560], [-4.281, 3.313, -4.736], [-2.944, 2.373, -3.092], [-2.130, 1.713, -4.007], [-1.210, 1.021, -3.325], [-1.360, 1.198, -1.999], [-2.413, 2.034, -1.857], [-2.727, 2.437, -0.449], [-3.652, 3.136, -0.158], [-1.836, 1.963, 0.435], [-4.542, 3.685, -1.731], [-2.176, 1.730, -5.086], [-0.433, 0.497, -3.697], [-1.049, 3.557, 3.066], [-0.021, 2.728, 2.421], [0.835, 3.459, 1.486], [0.052, 1.420, 2.578], [0.562, 0.624, 1.518], [1.732, -0.060, 1.803], [2.558, 0.440, 2.839], [3.679, -0.229, 3.270], [4.001, -1.457, 2.698], [3.223, -1.981, 1.651], [3.542, -3.257, 1.162], [2.744, -3.849, 0.184], [1.710, -3.136, -0.373], [1.415, -1.804, 0.010], [0.489, -1.082, -0.717], [0.102, -1.663, -1.939], [0.993, -1.723, -2.924], [2.226, -0.924, -2.902], [0.996, -2.777, -3.955], [-1.153, -2.079, -2.061], [-1.849, -2.272, -3.340], [-1.973, -2.462, -0.902], [2.105, -1.251, 1.128], [-0.362, 0.796, 3.672], [-0.382, 1.428, 4.999], [-0.685, -0.632, 3.691], [-1.488, 4.186, 2.293], [-0.622, 4.195, 3.839], [-1.832, 2.931, 3.479], [1.382, 4.230, 2.030], [0.218, 3.947, 0.731], [1.555, 2.796, 1.013], [2.308, 1.390, 3.294], [4.297, 0.191, 4.051], [4.856, -2.019, 3.049], [4.385, -3.790, 1.582], [2.939, -4.862, -0.141], [1.104, -3.623, -1.127], [2.108, -0.043, -2.278], [2.451, -0.617, -3.923], [3.060, -1.521, -2.531], [0.310, -3.575, -3.690], [2.005, -3.187, -3.994], [0.748, -2.383, -4.939], [-1.307, -1.807, -4.156], [-2.831, -1.806, -3.254], [-1.993, -3.330, -3.557], [-1.438, -2.299, 0.028], [-2.225, -3.521, -0.978], [-2.901, -1.890, -0.908], [0.172, 2.361, 4.986], [0.103, 0.743, 5.694], [-1.401, 1.606, 5.339], [-0.878, -0.998, 2.687], [-1.581, -0.771, 4.294], [0.130, -1.203, 4.141]]}

---

{"formula": "C25H34AlBF25O6", "method": "wB97M-V/def2-TZVPD", "multiplicity": 1, "orbital_gap_ev": 6.21, "e_homo_ev": -4.22, "total_charge": -1, "total_energy_ev": -113973.3170, "elements": ["C", "C", "O", "C", "C", "C", "C", "C", "Al", "C", "C", "O", "F", "B", "C", "O", "H", "H", "H", "H", "H", "H", "H", "H", "H", "H", "H", "H", "H", "H", "H", "H", "H", "H", "H", "H", "H", "H", "C", "C", "C", "F", "F", "F", "F", "O", "C", "C", "F", "F", "F", "F", "H", "H", "H", "H", "C", "C", "C", "F", "F", "F", "F", "O", "C", "C", "F", "F", "F", "F", "H", "H", "H", "H", "C", "C", "C", "F", "F", "F", "F", "O", "C", "C", "F", "F", "F", "F", "H", "H", "H", "H"], "coordinates": [[-1.770, 5.276, 3.844], [-3.126, 4.788, 3.294], [-3.040, 3.664, 2.450], [-2.575, 2.497, 3.127], [-3.580, 1.317, 3.090], [-3.726, 0.538, 4.416], [-2.400, 0.188, 5.134], [-1.535, -0.878, 4.388], [0.476, -0.689, 4.651], [1.374, -1.996, 3.322], [1.358, -1.515, 1.894], [2.040, -1.932, 1.071], [0.484, -0.537, 1.534], [1.272, 1.225, 4.270], [2.887, 1.378, 4.313], [0.551, 2.424, 4.004], [-1.388, 4.545, 4.574], [-1.915, 6.202, 4.421], [-1.002, 5.378, 3.070], [-3.885, 4.667, 4.090], [-3.512, 5.608, 2.663], [-1.677, 2.161, 2.586], [-2.253, 2.664, 4.160], [-4.544, 1.737, 2.756], [-3.264, 0.614, 2.306], [-4.440, 1.014, 5.113], [-4.193, -0.429, 4.156], [-2.691, -0.275, 6.094], [-1.781, 1.059, 5.402], [-1.790, -0.951, 3.313], [-1.818, -1.860, 4.821], [0.857, -1.037, 6.192], [0.779, -2.924, 3.353], [2.395, -2.218, 3.650], [3.270, 0.992, 5.271], [3.215, 2.426, 4.181], [3.317, 0.767, 3.496], [0.639, 2.698, 3.086], [2.890, 0.516, -0.875], [1.989, 0.519, -2.122], [2.452, -0.348, -3.291], [3.672, 0.013, -3.754], [1.590, -0.225, -4.335], [1.786, 1.798, -2.522], [0.777, 0.048, -1.734], [3.830, 1.587, -0.750], [5.033, 1.491, -1.416], [5.168, 2.529, -2.532], [4.149, 2.446, -3.412], [6.316, 2.322, -3.226], [5.227, 0.233, -1.858], [6.000, 1.727, -0.503], [2.223, 0.653, -0.026], [3.358, -0.452, -0.707], [2.480, -1.404, -3.009], [5.180, 3.538, -2.117], [5.561, 0.148, -7.389], [4.533, -0.929, -7.778], [4.321, -2.056, -6.769], [5.453, -2.746, -6.516], [3.421, -2.951, -7.250], [4.853, -1.425, -8.996], [3.338, -0.294, -7.928], [6.881, 0.007, -7.902], [7.759, -0.831, -7.239], [8.133, -2.061, -8.069], [7.038, -2.749, -8.448], [8.903, -2.899, -7.335], [7.272, -1.154, -6.028], [8.883, -0.112, -7.019], [5.203, 1.072, -7.840], [5.565, 0.339, -6.315], [3.929, -1.665, -5.826], [8.681, -1.766, -8.966], [-7.398, -1.490, 0.442], [-6.209, -1.587, 1.414], [-5.614, -2.980, 1.619], [-6.522, -3.859, 2.101], [-4.607, -2.915, 2.518], [-6.561, -1.032, 2.594], [-5.225, -0.802, 0.901], [-8.706, -1.505, 1.005], [-9.274, -2.726, 1.313], [-9.457, -2.923, 2.820], [-8.292, -2.779, 3.477], [-9.914, -4.173, 3.071], [-8.575, -3.725, 0.744], [-10.496, -2.737, 0.732], [-7.322, -0.506, -0.017], [-7.309, -2.196, -0.384], [-5.204, -3.369, 0.682], [-10.168, -2.196, 3.217]]}

---

{"formula": "C25H34BBrN8O5", "method": "wB97M-V/def2-TZVPD", "multiplicity": 1, "orbital_gap_ev": 7.92, "e_homo_ev": -9.22, "total_charge": 0, "total_energy_ev": -119354.2846, "smiles": "CC[C@@H](Br)C1=CC(=O)C(OB(O)O)=CC1=O.CC#N.CC#N.CC#N.CC#N.CC#N.CC#N.CC#N.CC#N", "elements": ["C", "C", "C", "Br", "C", "C", "C", "O", "C", "O", "B", "O", "O", "C", "C", "O", "H", "H", "H", "H", "H", "H", "H", "H", "H", "H", "C", "C", "N", "H", "H", "H", "C", "C", "N", "H", "H", "H", "C", "C", "N", "H", "H", "H", "C", "C", "N", "H", "H", "H", "C", "C", "N", "H", "H", "H", "C", "C", "N", "H", "H", "H", "C", "C", "N", "H", "H", "H", "C", "C", "N", "H", "H", "H"], "coordinates": [[1.850, -0.127, -1.394], [1.988, -1.602, -1.024], [2.950, -1.921, 0.142], [3.945, -3.567, -0.260], [3.841, -0.768, 0.495], [3.534, -0.054, 1.595], [4.311, 1.125, 2.005], [4.202, 1.629, 3.113], [5.255, 1.694, 1.009], [5.826, 2.907, 1.258], [5.010, 4.022, 0.952], [4.513, 4.763, 1.980], [4.738, 4.388, -0.326], [5.584, 0.997, -0.089], [4.998, -0.342, -0.359], [5.446, -1.016, -1.269], [2.771, 0.329, -1.747], [1.150, -0.074, -2.225], [1.403, 0.465, -0.605], [2.269, -2.149, -1.916], [1.007, -1.956, -0.723], [2.375, -2.183, 1.017], [2.697, -0.330, 2.217], [4.694, 4.287, 2.798], [5.307, 3.851, -0.896], [6.287, 1.370, -0.817], [-2.299, -2.275, 0.493], [-1.641, -1.029, 0.118], [-1.094, -0.063, -0.172], [-2.510, -2.281, 1.558], [-3.235, -2.372, -0.049], [-1.658, -3.119, 0.251], [7.287, 6.837, -1.953], [7.348, 5.407, -1.690], [7.397, 4.280, -1.481], [8.099, 7.340, -1.433], [7.377, 7.018, -3.022], [6.335, 7.228, -1.599], [8.671, 1.444, 2.748], [9.982, 0.938, 2.360], [11.014, 0.539, 2.058], [8.124, 0.673, 3.289], [8.789, 2.313, 3.391], [8.101, 1.731, 1.867], [-6.815, -2.849, -0.116], [-5.853, -3.227, 0.913], [-5.101, -3.524, 1.728], [-7.557, -2.171, 0.298], [-6.304, -2.347, -0.934], [-7.312, -3.739, -0.497], [-2.975, -2.787, -3.612], [-2.203, -3.662, -2.737], [-1.591, -4.350, -2.054], [-3.884, -2.468, -3.107], [-2.384, -1.911, -3.869], [-3.241, -3.320, -4.523], [-0.766, -1.233, 4.377], [-0.138, -1.831, 3.205], [0.345, -2.297, 2.275], [-0.446, -1.759, 5.274], [-0.477, -0.186, 4.452], [-1.848, -1.301, 4.289], [-11.129, -0.719, 0.910], [-9.809, -0.459, 0.351], [-8.781, -0.265, -0.122], [-11.748, 0.170, 0.815], [-11.595, -1.540, 0.370], [-11.038, -0.981, 1.962], [-10.120, 0.120, -3.747], [-10.851, -1.025, -3.216], [-11.415, -1.919, -2.769], [-10.594, 0.465, -4.664], [-10.119, 0.925, -3.016], [-9.093, -0.167, -3.960]]}

---

{"formula": "C25H34BCl2HgN3P2S", "method": "wB97M-V/def2-TZVPD", "multiplicity": 2, "e_above_lowest_kj_mol": 87.09, "orbital_gap_ev": [5.38, 7.94], "e_homo_ev": [-2.98, -5.56], "total_charge": -1, "total_energy_ev": -90258.5521, "elements": ["Hg", "C", "P", "C", "N", "C", "C", "C", "C", "C", "C", "N", "C", "P", "C", "C", "C", "C", "C", "C", "C", "C", "C", "H", "H", "H", "H", "H", "H", "H", "H", "H", "H", "H", "H", "H", "H", "H", "H", "H", "H", "H", "H", "H", "H", "H", "H", "H", "H", "H", "H", "Cl", "C", "C", "C", "C", "C", "Cl", "C", "S", "H", "H", "H", "B", "C", "N", "H", "H", "H"], "coordinates": [[-0.204, -0.403, 0.448], [2.353, 1.489, -1.511], [1.108, 2.037, -0.276], [-0.149, 2.796, -1.348], [0.298, 3.686, -2.253], [-0.650, 4.415, -2.922], [-0.253, 5.376, -3.858], [-1.197, 6.168, -4.495], [-2.548, 6.018, -4.206], [-2.969, 5.063, -3.293], [-2.038, 4.234, -2.656], [-2.468, 3.257, -1.801], [-1.511, 2.561, -1.158], [-2.145, 1.234, -0.104], [-3.534, 0.614, -1.103], [-2.914, 2.035, 1.427], [-3.277, 3.496, 1.160], [-1.842, 1.947, 2.518], [-4.149, 1.242, 1.849], [1.957, 3.557, 0.513], [2.809, 3.043, 1.675], [0.872, 4.496, 1.046], [2.835, 4.317, -0.485], [2.315, 2.176, -2.356], [2.089, 0.483, -1.842], [3.352, 1.456, -1.078], [0.805, 5.491, -4.060], [-0.877, 6.912, -5.215], [-3.279, 6.655, -4.691], [-4.018, 4.933, -3.056], [-4.088, -0.147, -0.556], [-3.107, 0.168, -2.002], [-4.165, 1.457, -1.384], [-2.380, 4.103, 1.027], [-3.843, 3.894, 2.009], [-3.875, 3.593, 0.256], [-0.895, 2.354, 2.157], [-1.676, 0.906, 2.807], [-2.142, 2.510, 3.406], [-4.944, 1.324, 1.107], [-4.530, 1.638, 2.795], [-3.912, 0.186, 1.985], [2.189, 2.557, 2.431], [3.335, 3.877, 2.149], [3.553, 2.322, 1.332], [0.315, 4.039, 1.866], [0.170, 4.770, 0.258], [1.335, 5.412, 1.423], [3.745, 3.765, -0.724], [3.127, 5.278, -0.047], [2.280, 4.503, -1.401], [2.691, -0.859, 1.927], [3.413, -1.964, 0.809], [4.734, -2.290, 1.076], [5.381, -3.255, 0.332], [4.691, -3.898, -0.679], [3.391, -3.534, -0.969], [2.601, -4.350, -2.274], [2.690, -2.531, -0.262], [1.089, -2.132, -0.841], [5.240, -1.781, 1.886], [6.411, -3.507, 0.546], [5.163, -4.683, -1.254], [-4.066, -2.718, 0.829], [-2.658, -2.185, 1.240], [-1.626, -1.734, 1.518], [-4.041, -2.787, -0.380], [-4.271, -3.794, 1.331], [-4.869, -1.889, 1.203]]}

---

{"formula": "C25H34ClF3N2O14S", "method": "wB97M-V/def2-TZVPD", "multiplicity": 1, "orbital_gap_ev": 10.58, "e_homo_ev": -10.53, "total_charge": 0, "total_energy_ev": -89632.5228, "smiles": "N#C[C@H](CCCCS(=O)(=O)Cl)[C@H](C#N)C(F)(F)F.C[C@@H]1COC(=O)O1.C[C@@H]1COC(=O)O1.C[C@@H]1COC(=O)O1.C[C@@H]1COC(=O)O1", "elements": ["N", "C", "C", "C", "C", "C", "C", "S", "O", "O", "Cl", "C", "C", "N", "C", "F", "F", "F", "H", "H", "H", "H", "H", "H", "H", "H", "H", "H", "C", "C", "C", "O", "C", "O", "O", "H", "H", "H", "H", "H", "H", "C", "C", "C", "O", "C", "O", "O", "H", "H", "H", "H", "H", "H", "C", "C", "C", "O", "C", "O", "O", "H", "H", "H", "H", "H", "H", "C", "C", "C", "O", "C", "O", "O", "H", "H", "H", "H", "H", "H"], "coordinates": [[4.211, -6.048, -1.097], [3.978, -4.939, -0.933], [3.569, -3.542, -0.946], [2.025, -3.393, -0.931], [1.230, -4.574, -1.530], [0.023, -4.106, -2.384], [-1.285, -3.922, -1.614], [-1.496, -2.355, -0.795], [-2.885, -2.133, -0.546], [-0.587, -2.274, 0.304], [-0.940, -1.004, -2.197], [4.250, -2.764, -2.115], [5.587, -3.284, -2.371], [6.651, -3.681, -2.505], [4.415, -1.272, -1.757], [5.481, -1.070, -0.960], [4.581, -0.547, -2.875], [3.336, -0.793, -1.103], [3.957, -3.094, -0.027], [1.751, -2.468, -1.431], [1.731, -3.267, 0.107], [0.821, -5.162, -0.710], [1.850, -5.186, -2.178], [0.291, -3.211, -2.941], [-0.175, -4.888, -3.118], [-2.120, -3.979, -2.313], [-1.438, -4.689, -0.857], [3.663, -2.830, -3.032], [4.602, 2.779, -1.912], [3.225, 3.089, -2.437], [2.151, 3.287, -1.388], [0.968, 2.860, -2.077], [1.342, 1.972, -3.025], [0.587, 1.284, -3.637], [2.683, 1.969, -3.173], [4.942, 3.570, -1.243], [4.608, 1.833, -1.371], [5.318, 2.694, -2.728], [3.258, 3.944, -3.117], [2.042, 4.319, -1.065], [2.300, 2.644, -0.517], [-4.579, 0.135, 0.793], [-5.984, 0.175, 1.331], [-6.996, 0.881, 0.453], [-7.939, 1.380, 1.411], [-7.287, 1.541, 2.585], [-7.731, 2.113, 3.531], [-6.067, 0.970, 2.534], [-4.557, -0.347, -0.182], [-4.180, 1.147, 0.702], [-3.924, -0.421, 1.460], [-6.329, -0.832, 1.582], [-7.495, 0.224, -0.255], [-6.559, 1.729, -0.079], [9.272, -1.004, -3.846], [9.749, 0.167, -3.029], [10.162, -0.160, -1.609], [9.876, 1.063, -0.919], [8.892, 1.701, -1.595], [8.299, 2.651, -1.196], [8.682, 1.108, -2.794], [10.044, -1.773, -3.895], [8.373, -1.435, -3.406], [9.030, -0.693, -4.862], [10.548, 0.702, -3.550], [11.215, -0.408, -1.506], [9.553, -0.957, -1.177], [-8.803, 2.847, 6.342], [-10.204, 2.906, 6.887], [-11.202, 3.631, 6.010], [-12.141, 4.140, 6.966], [-11.490, 4.289, 8.147], [-11.928, 4.862, 9.091], [-10.275, 3.697, 8.092], [-8.788, 2.370, 5.364], [-8.384, 3.850, 6.251], [-8.155, 2.281, 7.011], [-10.565, 1.904, 7.134], [-11.708, 2.984, 5.299], [-10.749, 4.472, 5.481]]}

---

{"formula": "C25H34ClN5O3", "method": "wB97M-V/def2-TZVPD", "multiplicity": 1, "orbital_gap_ev": 9.78, "e_homo_ev": -9.44, "total_charge": 0, "total_energy_ev": -52588.7054, "smiles": "CC[C@H](Cl)N(CCN(CC)C(C)=O)C(=O)O.c1ccncc1.c1ccncc1.c1ccncc1", "elements": ["C", "C", "C", "Cl", "N", "C", "C", "N", "C", "C", "C", "C", "O", "C", "O", "O", "H", "H", "H", "H", "H", "H", "H", "H", "H", "H", "H", "H", "H", "H", "H", "H", "H", "H", "H", "C", "C", "C", "N", "C", "C", "H", "H", "H", "H", "H", "C", "C", "C", "N", "C", "C", "H", "H", "H", "H", "H", "C", "C", "C", "N", "C", "C", "H", "H", "H", "H", "H"], "coordinates": [[2.012, 0.379, 0.722], [2.374, -0.747, -0.388], [2.457, -0.175, -1.886], [2.032, 1.634, -1.892], [1.744, -0.949, -2.927], [0.380, -0.482, -3.254], [-0.663, -0.438, -2.044], [-1.965, -1.164, -2.343], [-3.005, -0.389, -1.553], [-3.682, 0.754, -2.446], [-1.950, -2.492, -1.653], [-1.928, -3.877, -2.471], [-1.996, -2.609, -0.403], [1.865, -2.389, -2.800], [1.139, -3.153, -2.156], [2.937, -2.993, -3.521], [1.994, -0.132, 1.765], [0.950, 0.750, 0.551], [2.790, 1.198, 0.791], [3.371, -1.236, -0.092], [1.587, -1.559, -0.234], [3.571, -0.190, -2.167], [0.347, 0.520, -3.810], [-0.046, -1.235, -4.013], [-0.290, -0.868, -1.063], [-0.928, 0.664, -1.864], [-3.852, -1.087, -1.212], [-2.562, 0.052, -0.587], [-4.277, 0.293, -3.306], [-4.384, 1.426, -1.859], [-2.828, 1.400, -2.861], [-1.350, -3.724, -3.446], [-2.995, -4.232, -2.634], [-1.406, -4.672, -1.833], [3.593, -2.279, -3.710], [4.099, -1.591, 6.135], [4.231, -2.548, 5.140], [3.822, -2.221, 3.858], [3.300, -1.031, 3.520], [3.183, -0.124, 4.501], [3.566, -0.352, 5.813], [4.409, -1.808, 7.151], [4.642, -3.526, 5.355], [3.908, -2.935, 3.045], [2.757, 0.828, 4.202], [3.449, 0.419, 6.564], [2.792, 5.705, -2.466], [2.810, 7.078, -2.654], [1.749, 7.821, -2.161], [0.702, 7.289, -1.514], [0.708, 5.959, -1.346], [1.722, 5.129, -1.798], [3.604, 5.088, -2.836], [3.628, 7.562, -3.172], [1.719, 8.899, -2.281], [-0.152, 5.555, -0.821], [1.675, 4.060, -1.632], [-5.256, -2.904, 2.052], [-6.075, -2.785, 3.165], [-5.990, -1.627, 3.921], [-5.158, -0.613, 3.642], [-4.375, -0.754, 2.562], [-4.387, -1.869, 1.740], [-5.293, -3.795, 1.435], [-6.765, -3.574, 3.440], [-6.613, -1.486, 4.799], [-3.711, 0.080, 2.361], [-3.733, -1.928, 0.878]]}